[1]
The following is a DFT calculation (wB97M-V/def2-TZVPD) of a cluster of 6 separate species, C8H20Cl8N2O3 in total.

The geometry in XYZ format:
```
41
Properties=species:S:1:pos:R:3:forces:R:3
N 11.807392 6.264425 -14.087119 -0.14 -0.38 -0.09
H 11.955964 5.362013 -14.515689 -0.02 -0.55 -0.35
H 11.421210 6.101994 -13.168114 -0.59 0.13 0.21
H 11.226526 6.853939 -14.666055 -0.31 0.28 -0.11
H 12.703410 6.710345 -13.951442 0.24 0.14 -0.02
N 15.440945 6.944045 -13.921181 -2.34 -0.55 -1.06
O 15.928640 5.890164 -13.574099 0.35 -2.75 1.16
O 14.275925 7.126157 -14.190851 0.61 0.35 0.25
O 16.329225 7.718161 -14.059202 2.26 3.15 -0.36
Cl 12.355437 3.068126 -14.671405 0.15 -0.80 0.12
C 11.508443 1.484325 -15.069112 -2.22 1.66 -0.82
C 12.301436 0.293368 -14.825201 1.67 -1.45 0.73
Cl 11.387046 -1.230697 -15.255970 0.57 1.20 0.08
H 11.231299 1.610132 -16.115764 0.24 -0.16 0.00
H 10.562295 1.495021 -14.528025 0.24 0.07 0.27
H 12.605728 0.190338 -13.783612 -0.36 -0.01 0.08
H 13.247371 0.374863 -15.360622 -0.18 -0.51 -0.41
Cl 12.134560 5.213982 -11.226522 -0.10 0.68 0.07
C 13.284929 4.485855 -10.082892 -0.06 1.16 1.23
C 13.822701 3.257800 -10.654568 0.41 -1.20 -0.67
Cl 12.402942 2.177638 -10.777626 0.49 -0.82 -0.20
H 12.681768 4.278461 -9.198989 0.15 -0.04 -0.03
H 14.055566 5.197259 -9.786026 -0.07 0.19 -0.37
H 14.630538 2.827461 -10.062694 -0.41 -0.19 0.41
H 14.273122 3.388492 -11.638508 -0.36 0.09 -0.15
Cl 9.465975 7.471712 -12.631321 -0.34 0.33 0.32
C 8.569445 7.766597 -11.075911 0.69 -0.06 0.34
C 8.453987 9.255815 -10.746104 -0.68 0.45 -0.95
Cl 7.271984 9.391886 -9.428491 0.11 0.07 0.19
H 9.130424 7.211053 -10.324405 0.03 0.22 0.01
H 7.609355 7.260155 -11.175242 -0.01 0.47 -0.15
H 8.058616 9.825862 -11.586841 -0.49 -0.44 -0.19
H 9.319808 9.884218 -10.537385 0.49 -0.97 0.57
Cl 11.531597 9.296784 -15.077834 1.35 0.74 -0.08
C 13.249767 10.006602 -14.989509 0.66 -0.22 -0.58
C 14.174615 9.581777 -16.184189 -0.46 -0.52 1.05
Cl 13.909751 10.524104 -17.624817 -0.31 0.42 -0.55
H 13.683151 9.733060 -14.027513 -0.20 -0.53 -0.16
H 13.197996 11.093703 -14.929126 -0.54 -0.10 -0.40
H 14.070898 8.530493 -16.452764 -0.43 0.04 0.12
H 15.235520 9.669252 -15.949827 -0.12 0.39 0.48
```
Positions in Å, forces in eV/Å.

Results
- M (g mol⁻¹) = 475.88
- spin multiplicity = 2
- DFT total energy (eV) = -117910.50780
- <S²> = 0.757
- highest occupied orbital energy (alpha / beta) (eV) = -13.2 / -13.2
- charge = +1

These are the Löwdin partial charges, in e, on atoms 1 to 2: N 0.2088; H 0.0154

=====

[2]
The following is a DFT calculation (wB97M-V/def2-TZVPD) of a structure of composition C31H45BN9RuS4Se.

The geometry in XYZ format:
```
92
Properties=species:S:1:pos:R:3:forces:R:3
Ru 2.796422 -0.908760 0.868529 -0.03 0.40 0.69
C 0.515757 2.852576 3.745072 0.00 -0.14 -0.04
C -0.070698 1.637223 3.090178 0.22 0.29 0.06
C -1.212188 1.026222 3.507399 -0.26 -0.11 0.06
C -1.690025 -0.155973 2.876535 -0.10 0.03 0.11
N -1.097598 -0.630500 1.809967 0.20 0.14 -0.04
N 0.018016 -0.014057 1.409196 -0.41 -0.50 -0.47
B 0.731068 -0.523227 0.136077 -0.13 -0.02 0.07
N 0.082904 -1.772915 -0.475675 -0.11 0.38 -0.13
N -1.117419 -1.547590 -1.038628 0.24 -0.03 0.05
C -1.692957 -2.529157 -1.678311 -0.11 -0.05 -0.07
C -1.041831 -3.784019 -1.805728 -0.16 -0.04 -0.13
C 0.181881 -4.000467 -1.254068 0.15 -0.40 0.04
C 0.938088 -5.290168 -1.399244 -0.08 0.13 0.10
C 0.737057 -2.921645 -0.522441 0.31 -0.22 0.20
S 2.223749 -3.100677 0.336725 0.10 -0.03 -0.34
C -3.042079 -2.204658 -2.322591 0.19 0.08 0.05
C -3.984154 -1.645039 -1.250502 -0.04 -0.04 0.02
C -2.788271 -1.131883 -3.394833 0.01 -0.02 -0.01
C -3.670518 -3.438554 -2.963615 -0.04 -0.02 -0.02
N 0.735830 0.618249 -0.924550 -0.88 -0.09 0.36
N -0.396183 1.333493 -1.013487 0.28 -0.11 0.08
C -0.433724 2.295384 -1.898983 -0.01 0.11 -0.10
C 0.690031 2.561593 -2.724376 -0.20 0.16 -0.02
C 1.838542 1.843805 -2.601064 0.37 -0.07 -0.23
C 3.075106 2.115686 -3.408855 -0.10 -0.13 0.07
C 1.818833 0.817254 -1.628668 0.49 0.07 -0.45
S 3.183403 -0.214755 -1.290897 0.12 0.11 0.39
C -1.698237 3.130336 -1.998310 -0.01 0.02 0.01
C -1.345633 4.581455 -1.632757 0.02 0.01 0.01
C -2.223023 3.073716 -3.442505 0.03 -0.04 -0.02
C -2.772330 2.611685 -1.042450 0.02 -0.09 0.01
C 0.604465 0.994593 2.031004 0.25 0.31 0.27
S 2.221242 1.352169 1.514102 -0.39 -0.29 0.17
C -2.873756 -0.924196 3.443024 0.05 0.06 0.03
C -3.291727 -2.059240 2.512763 0.04 -0.01 -0.05
C -2.429428 -1.507792 4.794753 0.01 0.01 0.03
C -4.060386 0.026667 3.655203 -0.01 0.04 -0.03
H -0.223607 3.349075 4.369736 0.01 -0.01 0.00
H 0.884904 3.559547 3.000758 -0.04 0.00 0.00
H 1.365861 2.568174 4.370250 -0.01 -0.01 -0.02
H -1.750950 1.431514 4.356369 0.01 -0.06 -0.05
H -1.514977 -4.578919 -2.368037 0.01 0.06 0.01
H 0.419106 -5.969400 -2.071880 -0.01 0.02 0.02
H 1.056992 -5.781626 -0.430388 -0.02 0.02 -0.02
H 1.940803 -5.103460 -1.788587 -0.03 0.01 -0.01
H -3.503206 -0.845865 -0.684301 -0.03 0.01 -0.04
H -4.290293 -2.431077 -0.555954 0.03 0.04 0.00
H -4.883872 -1.249002 -1.725379 0.03 -0.03 0.02
H -2.311077 -0.255461 -2.949453 -0.04 -0.02 -0.02
H -3.736211 -0.826244 -3.843261 0.05 -0.03 0.02
H -2.144269 -1.514716 -4.191614 -0.02 0.03 0.04
H -3.838524 -4.234311 -2.233441 0.00 0.02 -0.03
H -3.066167 -3.831516 -3.784713 -0.03 0.01 0.02
H -4.641632 -3.166803 -3.378077 0.01 -0.01 0.00
H 0.638320 3.364815 -3.449365 -0.02 -0.01 0.04
H 2.915626 2.940183 -4.099903 -0.01 -0.01 0.02
H 3.367782 1.232269 -3.980909 -0.03 0.03 0.01
H 3.910245 2.360541 -2.749721 -0.02 0.03 0.00
H -0.614953 5.013090 -2.321371 -0.04 -0.02 0.04
H -0.944163 4.645254 -0.618085 -0.02 0.00 -0.04
H -2.246385 5.196142 -1.679011 0.04 -0.03 -0.01
H -1.551922 3.574917 -4.144198 -0.03 -0.04 0.03
H -3.188444 3.579016 -3.494580 0.05 0.01 -0.01
H -2.365233 2.042691 -3.776179 -0.02 0.05 0.02
H -2.447377 2.678527 -0.001478 -0.02 -0.01 -0.05
H -3.021646 1.568008 -1.250636 0.00 0.07 0.01
H -3.673959 3.213903 -1.161706 0.03 -0.02 0.01
H -2.465101 -2.745548 2.319263 -0.04 0.01 0.02
H -3.642843 -1.672348 1.555597 0.02 -0.02 0.03
H -4.102964 -2.620295 2.978332 0.01 0.02 -0.02
H -1.578883 -2.182334 4.672086 -0.02 0.02 0.01
H -3.253015 -2.075214 5.231647 0.03 0.03 -0.01
H -2.149896 -0.725424 5.504998 -0.01 -0.04 -0.03
H -4.339300 0.527651 2.724252 0.00 -0.03 0.05
H -3.854949 0.787814 4.411116 -0.01 -0.03 -0.04
H -4.922037 -0.546596 4.001287 0.04 0.03 -0.01
S 5.033922 -1.758704 0.783233 -0.30 -0.38 -0.27
C 5.980350 -0.280342 0.734448 -0.05 -0.02 -0.07
N 6.579407 0.187049 -0.346159 0.17 0.15 -0.10
C 7.347670 1.414776 -0.061030 -0.12 -0.16 0.10
C 7.206677 1.531641 1.478084 -0.11 -0.19 -0.12
N 6.275920 0.432683 1.794871 -0.06 0.24 -0.05
H 6.535828 -0.276348 -1.238412 0.00 -0.01 0.03
H 6.905918 2.260297 -0.582311 -0.03 0.05 -0.03
H 8.380356 1.309586 -0.378894 0.04 -0.05 0.00
H 6.790629 2.486575 1.785261 -0.05 0.02 0.02
H 8.148774 1.379055 1.997311 0.05 -0.03 0.02
H 5.778693 0.308241 2.677260 0.00 -0.04 0.09
Se 1.872069 -1.914262 3.269627 0.36 0.48 -0.63
C 3.285301 -0.826402 3.620552 0.29 0.26 0.22
N 4.186498 -0.097628 3.684728 -0.11 -0.32 0.05
```
Positions in Å, forces in eV/Å.

Results
- M (g mol⁻¹) = 862.87
- spin multiplicity = 2
- DFT total energy (eV) = -158223.66449
- <S²> = 0.785
- highest occupied orbital energy (alpha / beta) (eV) = -13.4 / -13.3
- charge = +2

These are the Löwdin partial charges, in e, on atoms 1 to 2: Ru 0.3948; C -0.0225